Record 1
{"formula": "C7H14NO", "method": "ωB97M-V/def2-TZVPD", "species": ["C", "C", "C", "C", "C", "C", "C", "N", "O", "H", "H", "H", "H", "H", "H", "H", "H", "H", "H", "H", "H", "H", "H"], "positions_angstrom": [[-2.504, -0.643, 0.681], [-0.212, -1.534, -0.478], [-1.495, -0.706, -0.575], [-1.778, 0.503, 0.126], [1.569, 0.249, 0.056], [-1.730, 1.928, 0.010], [2.663, -0.248, 0.911], [1.000, -0.737, -0.879], [1.673, 1.439, -0.596], [-3.665, -0.646, 0.823], [-1.899, -1.125, 1.535], [-0.030, -1.816, 0.526], [-0.192, -2.409, -1.093], [-1.945, -0.804, -1.699], [-2.658, 2.551, 0.140], [-1.165, 2.245, -0.941], [-1.146, 2.516, 0.705], [3.709, -0.342, 0.474], [2.250, -1.093, 1.306], [2.812, 0.413, 1.761], [1.758, -1.610, -0.966], [1.078, -0.341, -1.832], [1.908, 2.209, 0.005]], "e_lumo_ev": [-4.350, -3.292], "charge": 1, "e_above_lowest_kcal_mol": 158.3, "e_tot_ev": -11010.9554, "homo_ev": [-10.850, -12.637]}


Record 2
{"formula": "C2H8O2", "method": "ωB97M-V/def2-TZVPD", "species": ["C", "C", "H", "H", "H", "H", "H", "H", "H", "H", "O", "O"], "positions_angstrom": [[1.045, -0.523, -1.517], [-0.444, -0.643, -1.215], [-0.217, 2.137, 3.407], [-1.106, 0.079, 2.657], [1.214, -0.268, -2.567], [1.516, 0.240, -0.906], [1.572, -1.466, -1.337], [-0.963, 0.294, -1.432], [-0.642, -0.908, -0.171], [-0.913, -1.412, -1.855], [0.084, 1.522, 2.691], [-1.146, 0.948, 2.243]], "e_lumo_ev": 0.937, "e_above_lowest_kcal_mol": 62.3, "smiles": "CC.OO", "e_tot_ev": -6295.7092, "homo_ev": -11.047}


Record 3
{"formula": "C40H37AsN4ReS4", "method": "ωB97M-V/def2-TZVPD", "species": ["Re", "S", "C", "C", "C", "C", "C", "C", "S", "C", "C", "C", "C", "C", "C", "C", "S", "C", "C", "C", "C", "C", "C", "S", "N", "H", "H", "H", "H", "H", "H", "H", "H", "H", "H", "H", "H", "H", "H", "H", "N", "C", "C", "C", "C", "C", "C", "N", "C", "C", "C", "C", "N", "C", "C", "H", "H", "H", "H", "H", "H", "H", "H", "H", "C", "As", "C", "C", "C", "C", "C", "C", "C", "C", "H", "H", "H", "H", "H", "H", "H", "H", "H", "H", "H", "H", "H"], "positions_angstrom": [[0.726, 0.663, -0.339], [-1.740, 0.827, 0.001], [-1.907, 1.714, 1.488], [-3.132, 1.716, 2.156], [-3.300, 2.485, 3.289], [-2.248, 3.257, 3.782], [-1.028, 3.251, 3.145], [-0.844, 2.478, 1.996], [0.702, 2.527, 1.211], [3.512, 2.906, -0.423], [3.524, 2.247, -1.628], [4.477, 2.613, -2.630], [4.627, 1.851, -3.758], [3.846, 0.705, -3.885], [2.908, 0.398, -2.896], [2.215, -0.924, -3.048], [0.877, -1.293, -1.849], [1.722, -2.449, -0.768], [1.531, -3.803, -0.992], [2.142, -4.728, -0.163], [2.953, -4.296, 0.878], [3.147, -2.946, 1.099], [2.518, -2.001, 0.288], [2.721, -0.305, 0.660], [2.690, 1.171, -1.845], [-3.942, 1.116, 1.774], [-4.255, 2.496, 3.791], [-2.392, 3.870, 4.658], [-0.205, 3.842, 3.515], [2.921, 2.552, 0.403], [4.168, 3.738, -0.249], [5.098, 3.474, -2.448], [5.350, 2.106, -4.519], [3.965, 0.042, -4.726], [2.958, -1.717, -2.936], [1.776, -1.018, -4.043], [0.910, -4.124, -1.814], [1.990, -5.781, -0.339], [3.429, -5.016, 1.524], [3.784, -2.601, 1.899], [-1.323, -3.791, 5.285], [-1.988, -4.911, 5.698], [-2.219, -5.466, 6.947], [-2.982, -6.620, 6.980], [-3.493, -7.210, 5.814], [-3.261, -6.677, 4.568], [-2.500, -5.501, 4.506], [-2.145, -4.748, 3.443], [-1.445, -3.735, 3.921], [-0.915, -2.710, 3.070], [-1.187, -2.796, 1.697], [-0.726, -1.821, 0.854], [0.022, -0.793, 1.273], [0.296, -0.699, 2.574], [-0.160, -1.612, 3.501], [-0.840, -3.143, 5.883], [-1.826, -5.022, 7.848], [-3.191, -7.081, 7.932], [-4.079, -8.111, 5.906], [-3.651, -7.126, 3.669], [-1.772, -3.620, 1.328], [-0.992, -1.851, -0.194], [0.905, 0.141, 2.885], [0.080, -1.458, 4.541], [-1.782, 3.319, -1.857], [-0.253, 2.166, -2.238], [-1.074, 0.993, -3.563], [0.908, 3.344, -3.376], [0.058, 4.175, -4.279], [-0.399, 5.424, -3.857], [-1.203, 6.195, -4.677], [-1.569, 5.729, -5.931], [-1.113, 4.493, -6.364], [-0.309, 3.720, -5.544], [-1.952, 3.969, -2.717], [-1.615, 3.931, -0.969], [-2.666, 2.702, -1.701], [-1.654, 1.601, -4.262], [-1.745, 0.293, -3.061], [-0.324, 0.429, -4.118], [1.574, 2.694, -3.949], [1.498, 3.970, -2.702], [-0.108, 5.791, -2.880], [-1.548, 7.159, -4.337], [-2.201, 6.327, -6.568], [-1.385, 4.133, -7.343], [0.062, 2.766, -5.898]], "e_lumo_ev": [-8.056, -8.059], "charge": 2, "multiplicity": 2, "e_above_lowest_kcal_mol": 53.7, "e_tot_ev": -154338.1039, "homo_ev": [-12.142, -12.142]}